# 1
Density functional theory data (ωB97M-V with the def2-TZVPD basis set) for one molecule with the formula C5H14N2O.

The lowest unoccupied orbital energy is 0.031 Eh. As for the HOMO-LUMO gap: 9.69 eV. The value obtained for the highest occupied orbital energy is -8.838 eV. As for the SMILES: NCCC[C@@H](N)CO.

The geometry in ORCA input format:
```
! wB97M-V def2-TZVPD RIJCOSX def2/J DEFGRID3
* xyz 0 1
N 1.878 0.848 1.547
C 2.187 0.148 0.247
C 1.352 0.734 -0.901
C -0.176 0.477 -0.948
C -0.678 -0.452 0.121
N -1.410 0.277 1.154
C -1.580 -1.638 -0.484
O -2.722 -1.182 -1.129
H 2.121 1.860 1.424
H 0.981 0.743 1.900
H 3.262 0.450 0.155
H 2.212 -0.947 0.350
H 1.861 0.544 -1.819
H 1.623 1.926 -0.782
H -0.507 0.312 -2.038
H -0.692 1.518 -0.869
H 0.124 -0.913 0.677
H -1.271 -0.227 2.002
H -2.326 0.719 1.022
H -1.946 -2.446 0.041
H -1.049 -2.102 -1.214
H -3.243 -0.651 -0.457
*
```

Here are the natural (NBO) charges for atoms 1 to 2, given in e:
1 N -0.86
2 C -0.24

***

# 2
Density functional theory data (ωB97M-V with the def2-TZVPD basis set) for a 2-piece molecular cluster, C5H14N2O overall.

The lowest unoccupied orbital energy is 0.023 Eh. As for the HOMO-LUMO gap: 9.40 eV. The value obtained for the highest occupied orbital energy is -8.781 eV. As for the SMILES: [H]/N=C\NCCCC.O.

The geometry in ORCA input format:
```
! wB97M-V def2-TZVPD RIJCOSX def2/J DEFGRID3
* xyz 0 1
H -2.107 0.118 3.420
N -1.248 -0.461 3.155
C -0.543 -0.129 2.115
N -0.717 1.045 1.428
C -0.120 1.178 0.125
C 1.399 0.818 -0.170
C 1.871 -0.597 -0.362
C 1.054 -1.551 -1.166
H 0.201 -0.897 1.780
H -1.092 1.887 1.910
H -0.387 2.229 -0.062
H -0.704 0.511 -0.534
H 1.584 1.415 -1.112
H 1.940 1.189 0.718
H 2.841 -0.371 -1.006
H 2.199 -1.198 0.572
H 0.323 -1.940 -0.370
H 0.610 -1.006 -2.037
H 1.623 -2.572 -1.247
O -2.900 -0.069 -2.748
H -3.427 0.637 -2.471
H -2.402 -0.237 -1.937
*
```

Here are the natural (NBO) charges for atoms 1 to 2, given in e:
1 H 0.34
2 N -0.72

***

# 3
Density functional theory data (ωB97M-V with the def2-TZVPD basis set) for a 3-piece molecular cluster, C5H14N2O overall.

The lowest unoccupied orbital energy (spin up / spin down) is 0.028 / 0.028 Eh. As for the HOMO-LUMO gap (spin up / spin down): 7.04 / 7.04 eV. The value obtained for the highest occupied orbital energy (spin up / spin down) is -6.271 / -6.269 eV.

The geometry in ORCA input format:
```
! wB97M-V def2-TZVPD RIJCOSX def2/J DEFGRID3
* xyz 0 1
C -0.003 0.236 0.571
C -0.393 -0.602 -0.473
C 1.785 -0.595 -0.852
C 0.505 -0.321 1.866
C -0.987 -0.185 -1.785
N 0.195 1.586 0.400
N -2.197 0.102 0.952
O 2.686 0.280 -0.263
H 2.295 1.170 -0.288
H -0.478 -1.648 -0.219
H -0.417 2.019 -0.278
H 0.190 2.101 1.269
H -2.491 -0.838 1.227
H -2.847 0.374 0.212
H 1.681 -0.440 -1.927
H 2.046 -1.618 -0.597
H -0.123 0.059 2.673
H 1.537 -0.009 2.038
H 0.460 -1.409 1.875
H -0.408 -0.585 -2.622
H -1.036 0.898 -1.913
H -2.002 -0.572 -1.866
*
```

Here are the natural (NBO) charges for atoms 1 to 2, given in e:
1 C 0.48
2 C -0.12

***

# 4
Density functional theory data (ωB97M-V with the def2-TZVPD basis set) for a 2-piece molecular cluster, C5H14N2O overall.

The lowest unoccupied orbital energy is 0.027 Eh. As for the HOMO-LUMO gap: 9.92 eV. The value obtained for the highest occupied orbital energy is -9.185 eV. As for the SMILES: C=NCC[C@@H](C)N.O.

The geometry in ORCA input format:
```
! wB97M-V def2-TZVPD RIJCOSX def2/J DEFGRID3
* xyz 0 1
C -0.560 2.132 2.087
N -0.329 2.689 0.951
C 0.297 2.024 -0.209
C -0.215 0.526 -0.327
C 0.602 -0.600 0.375
C -0.235 -1.830 0.640
N 1.836 -0.888 -0.423
H -0.064 1.267 2.590
H -1.188 2.687 2.763
H 1.336 2.072 -0.224
H -0.184 2.596 -1.122
H -0.469 0.361 -1.322
H -1.262 0.418 0.114
H 0.936 -0.181 1.390
H 0.201 -2.303 1.468
H -0.200 -2.253 -0.332
H -1.320 -1.877 0.690
H 1.650 -1.535 -1.142
H 2.490 -1.295 0.256
O -1.497 -1.326 -2.869
H -0.754 -1.744 -3.312
H -1.069 -0.939 -2.042
*
```

Here are the natural (NBO) charges for atoms 1 to 2, given in e:
1 C -0.07
2 N -0.39

***

# 5
Density functional theory data (ωB97M-V with the def2-TZVPD basis set) for a 3-piece molecular cluster, C5H14N2O overall.

The lowest unoccupied orbital energy (spin up / spin down) is 0.022 / 0.022 Eh. As for the HOMO-LUMO gap (spin up / spin down): 7.37 / 7.47 eV. The value obtained for the highest occupied orbital energy (spin up / spin down) is -6.773 / -6.878 eV.

The geometry in ORCA input format:
```
! wB97M-V def2-TZVPD RIJCOSX def2/J DEFGRID3
* xyz 0 1
C 0.877 0.223 -0.252
C -0.266 2.310 0.800
C 0.649 -2.378 -0.052
C -1.741 2.237 0.598
C -0.730 -2.781 -0.449
N 0.228 -0.091 0.815
N 2.227 0.441 -0.223
O 0.292 0.348 -1.470
H 0.943 0.195 -2.168
H -0.737 -0.305 0.591
H 2.576 1.195 -0.795
H 2.615 0.417 0.708
H 0.115 2.404 1.808
H 0.314 2.825 0.040
H 1.011 -2.666 0.926
H 1.410 -2.349 -0.825
H -1.991 1.868 -0.403
H -2.238 3.216 0.699
H -2.216 1.577 1.330
H -1.441 -2.656 0.375
H -1.096 -2.192 -1.297
H -0.802 -3.839 -0.755
*
```

Here are the natural (NBO) charges for atoms 1 to 2, given in e:
1 C 0.74
2 C -0.34

***

# 6
Density functional theory data (ωB97M-V with the def2-TZVPD basis set) for a 2-piece molecular cluster, C5H14N2O overall.

The lowest unoccupied orbital energy is -0.153 Eh. As for the HOMO-LUMO gap: 3.93 eV. The value obtained for the highest occupied orbital energy is -8.096 eV.

The geometry in ORCA input format:
```
! wB97M-V def2-TZVPD RIJCOSX def2/J DEFGRID3
* xyz 0 1
C -1.633 -0.781 -0.397
N -1.348 0.649 -0.777
C 0.068 0.853 -1.016
C 1.012 0.775 0.263
C 2.499 0.809 -0.053
O 1.382 -1.670 -1.086
C -1.746 -0.807 1.137
N -1.591 0.510 1.705
H -0.867 -1.530 -0.632
H -2.558 -1.072 -0.913
H -2.555 0.848 1.782
H 0.379 -0.073 -1.561
H 0.247 1.731 -1.636
H 0.765 1.584 0.967
H 0.796 -0.165 0.762
H 2.774 -0.055 -0.669
H 3.085 0.841 0.866
H 2.729 1.723 -0.606
H -0.946 -1.475 1.480
H -2.690 -1.301 1.420
H 1.710 -2.572 -1.202
H -1.512 1.179 0.167
*
```

Here are the natural (NBO) charges for atoms 1 to 2, given in e:
1 C -0.26
2 N -0.40

***

How do the records compare in molar mass? In the order shown, they have 118.18 118.18 118.18 118.18 118.18 118.18 Da.
How do the records compare in ΔE to the lowest compared entry with this formula, charge and spin? In the order shown, they have 79.6 77.0 134.0 88.7 131.8 218.6 kcal per mole.